69
Properties=species:S:1:pos:R:3:lowdin_spin:R:1 method="wB97M-V/def2-TZVPD" homo_energy_ha="-0.13610 / -0.17161" multiplicity=4 gap_ev="6.57 / 6.16" total_charge=-1 largest_force_ha_per_bohr=0.0091
Pd -0.377 -1.196 0.575 1.1585
C 0.560 -5.218 2.044 0.0064
C 0.826 -3.867 2.671 -0.0007
O 1.918 -3.205 2.046 0.0239
P 1.699 -2.368 0.671 0.1067
S -1.861 -2.754 0.167 1.3104
S 3.229 -1.187 0.386 0.1095
O 1.796 -3.665 -0.336 0.0228
C 1.702 -3.476 -1.733 0.0023
C 3.069 -3.585 -2.381 0.0011
H -0.214 -5.734 2.617 0.0001
H 1.466 -5.825 2.044 0.0003
H 0.215 -5.104 1.015 0.0074
H 1.108 -3.974 3.722 0.0002
H -0.069 -3.240 2.614 0.0007
H 1.246 -2.506 -1.950 0.0001
H 1.025 -4.244 -2.122 0.0007
H 3.721 -2.789 -2.022 0.0011
H 2.981 -3.518 -3.467 0.0002
H 3.520 -4.545 -2.125 0.0001
C 1.476 -0.504 3.929 0.0004
C 0.717 0.627 3.306 0.0105
C 0.746 1.907 3.838 0.0027
C 0.022 2.907 3.190 0.0030
C -0.695 2.627 2.054 0.0017
C -0.697 1.302 1.552 0.0174
N 0.005 0.347 2.215 0.0831
N -1.308 0.850 0.451 0.0962
Si -2.611 1.603 -0.367 0.0103
C -3.362 0.389 -1.589 0.0061
C -3.968 2.092 0.854 0.0018
C -2.118 3.174 -1.289 0.0024
H 1.958 -0.186 4.853 -0.0001
H 2.236 -0.870 3.236 -0.0001
H 0.802 -1.334 4.148 -0.0001
H 1.323 2.112 4.729 0.0005
H 0.034 3.920 3.577 0.0003
H -1.241 3.402 1.533 0.0006
H -2.885 -0.589 -1.494 0.0107
H -3.240 0.727 -2.620 0.0001
H -4.429 0.261 -1.393 -0.0001
H -4.302 1.213 1.411 -0.0001
H -4.829 2.488 0.306 0.0003
H -3.646 2.846 1.575 0.0000
H -1.334 2.948 -2.014 0.0000
H -1.745 3.939 -0.605 0.0000
H -2.972 3.594 -1.828 0.0003
C -1.218 0.900 -6.160 0.0000
C 0.061 0.940 -5.328 0.0000
As -0.318 0.475 -3.439 -0.0003
C 1.511 0.378 -2.710 0.0003
C 2.676 0.088 -3.644 0.0001
C -0.793 -1.425 -3.691 -0.0008
C 0.067 -2.275 -4.615 -0.0001
H -1.043 1.221 -7.189 0.0000
H -1.984 1.548 -5.731 0.0000
H -1.631 -0.110 -6.198 0.0000
H 0.477 1.950 -5.320 0.0000
H 0.819 0.279 -5.748 0.0000
H 1.475 -0.333 -1.884 0.0008
H 1.664 1.346 -2.225 -0.0001
H 2.561 -0.859 -4.173 0.0000
H 3.611 0.035 -3.081 0.0000
H 2.786 0.874 -4.394 0.0000
H -1.828 -1.407 -4.042 0.0000
H -0.833 -1.851 -2.683 0.0001
H 0.091 -1.867 -5.628 -0.0001
H -0.319 -3.297 -4.680 0.0000
H 1.090 -2.341 -4.257 0.0000

***

73
Properties=species:S:1:pos:R:3:mulliken_charge:R:1 method="wB97M-V/def2-TZVPD" homo_energy_ha=-0.29767 multiplicity=1 gap_ev=8.64 smiles="C[C@@H](F)CB1OB(CCCCl)OB(P(C)O)O1.CC(C)=O.CC(C)=O.CC(C)=O.CC(C)=O" largest_force_ha_per_bohr=0.0200
C 3.785 -2.891 0.610 -1.3186
C 3.669 -3.224 -0.860 0.6970
F 3.328 -4.580 -1.005 -0.3725
C 2.698 -2.380 -1.673 -1.0497
B 1.259 -2.133 -1.109 0.4181
O 0.670 -2.867 -0.098 -0.4185
B -0.394 -2.240 0.541 -0.0703
C -1.607 -3.025 1.124 -0.6404
C -2.637 -3.237 -0.020 -0.5964
C -3.549 -2.029 -0.131 0.1507
Cl -4.913 -2.342 -1.244 -0.2471
O -0.372 -0.843 0.566 -0.0203
B 0.063 -0.239 -0.596 0.2657
P 0.143 1.667 -0.906 -0.1840
C 1.780 1.979 -0.144 -0.9796
O -0.824 2.305 0.301 -0.4996
O 0.488 -1.085 -1.615 0.0713
H 2.821 -2.896 1.116 0.2511
H 4.277 -1.926 0.737 0.3286
H 4.422 -3.637 1.087 0.3919
H 4.667 -3.112 -1.295 0.3492
H 2.557 -2.891 -2.636 0.3615
H 3.165 -1.427 -1.931 0.4080
H -2.075 -2.412 1.898 0.3379
H -1.309 -3.981 1.554 0.2740
H -2.136 -3.400 -0.977 0.3028
H -3.252 -4.108 0.208 0.4480
H -3.955 -1.740 0.834 0.1445
H -3.020 -1.167 -0.538 -0.0231
H 2.544 1.728 -0.878 0.2466
H 1.852 3.029 0.121 0.3650
H 1.938 1.355 0.738 0.3663
H -1.727 2.396 -0.043 0.2978
C 4.144 5.453 -3.295 -1.1192
C 4.469 4.316 -2.358 0.8065
O 3.711 3.980 -1.480 -0.4963
C 5.791 3.617 -2.575 -1.1026
H 3.173 5.870 -3.040 0.2863
H 4.906 6.230 -3.221 0.3405
H 4.126 5.095 -4.326 0.3359
H 6.611 4.329 -2.475 0.3375
H 5.831 3.196 -3.581 0.3309
H 5.910 2.822 -1.843 0.2816
C -5.862 0.480 4.229 -1.1280
C -5.593 0.409 2.745 0.6857
O -5.058 -0.557 2.249 -0.5435
C -6.023 1.594 1.922 -0.9733
H -5.509 -0.428 4.712 0.3029
H -5.350 1.344 4.659 0.3285
H -6.931 0.598 4.410 0.3329
H -5.518 2.496 2.270 0.2978
H -7.096 1.754 2.016 0.3520
H -5.778 1.421 0.877 0.2782
C -6.359 6.016 0.881 -1.0665
C -7.604 5.211 1.166 0.7935
O -7.597 4.003 1.141 -0.5002
C -8.856 5.992 1.483 -1.1208
H -5.529 5.347 0.667 0.2546
H -6.525 6.672 0.025 0.3423
H -6.110 6.640 1.741 0.3287
H -9.109 6.647 0.648 0.3368
H -8.696 6.616 2.364 0.3384
H -9.678 5.306 1.668 0.2914
C 8.360 -5.885 -1.214 -1.1465
C 7.145 -5.608 -0.360 0.8613
O 7.087 -4.640 0.362 -0.5355
C 6.009 -6.595 -0.459 -1.0600
H 9.104 -5.108 -1.057 0.3112
H 8.787 -6.856 -0.954 0.3298
H 8.078 -5.913 -2.268 0.3149
H 6.344 -7.593 -0.174 0.4283
H 5.640 -6.635 -1.486 0.3170
H 5.198 -6.282 0.194 0.1908

***

73
Properties=species:S:1:pos:R:3:mulliken_charge:R:1 method="wB97M-V/def2-TZVPD" homo_energy_ha=-0.32370 multiplicity=1 gap_ev=8.89 smiles="O=C1C[C@@H](Br)[C@@H](I)N1.CN(C)C=O.CN(C)C=O.CN(C)C=O.CN(C)C=O.CN(C)C=O" largest_force_ha_per_bohr=0.1652
O 2.147 -2.407 2.198 -0.5886
C 1.687 -1.165 2.028 0.4511
C 2.410 0.308 2.138 -0.5215
C 1.261 1.495 2.024 0.0463
Br 1.014 1.817 0.038 -0.1141
C -0.051 0.565 2.360 -0.9382
I -2.057 1.377 1.954 0.1374
N 0.253 -0.794 1.719 -0.1763
H 3.082 0.473 1.194 0.2768
H 3.029 0.504 3.134 0.2508
H 1.521 2.411 2.705 0.4127
H 0.046 0.279 3.514 0.4629
H -0.099 -0.945 0.748 0.3443
C 0.422 -1.869 -2.408 -0.1190
O 1.220 -0.960 -2.223 -0.5590
N 0.700 -3.214 -2.288 0.2503
C -0.305 -4.230 -2.525 -0.7381
C 2.036 -3.627 -1.912 -0.8400
H -0.623 -1.669 -2.698 0.3692
H -0.433 -4.820 -1.613 0.3546
H 0.034 -4.878 -3.338 0.3577
H -1.263 -3.780 -2.800 0.0381
H 2.282 -3.193 -0.938 0.2023
H 2.747 -3.251 -2.654 0.2586
H 2.103 -4.717 -1.857 0.3871
C 5.586 -1.584 -2.247 0.1587
O 6.603 -2.172 -1.900 -0.6228
N 5.533 -0.542 -3.148 0.1364
C 4.286 0.101 -3.505 -0.6402
C 6.761 -0.074 -3.757 -0.9696
H 4.597 -1.859 -1.845 0.2310
H 4.130 -0.006 -4.582 0.3221
H 4.348 1.161 -3.245 0.3308
H 3.444 -0.351 -2.974 0.1014
H 7.227 -0.902 -4.300 0.2926
H 7.444 0.260 -2.970 0.2929
H 6.560 0.751 -4.445 0.3886
C 2.175 2.965 5.715 0.0511
O 2.492 3.099 4.539 -0.5550
N 0.883 2.903 6.192 0.2273
C 0.593 2.743 7.602 -0.9345
C -0.219 3.000 5.258 -0.5136
H 2.934 2.881 6.510 0.2763
H 0.017 1.823 7.742 0.3352
H 0.005 3.601 7.941 0.3245
H 1.513 2.684 8.189 0.2915
H -0.141 2.186 4.530 -0.2018
H -0.154 3.954 4.728 0.3194
H -1.176 2.934 5.781 0.3685
C -3.369 -4.433 -4.313 0.2297
O -3.470 -5.028 -3.247 -0.6140
N -3.716 -4.940 -5.547 0.0989
C -3.565 -4.170 -6.764 -0.9133
C -4.249 -6.284 -5.632 -0.9268
H -2.975 -3.405 -4.364 0.2254
H -4.545 -4.059 -7.236 0.3344
H -2.889 -4.703 -7.438 0.3348
H -3.154 -3.179 -6.554 0.3009
H -5.160 -6.345 -5.029 0.2975
H -3.512 -6.986 -5.230 0.2896
H -4.477 -6.544 -6.670 0.3772
C -3.682 5.890 4.077 0.0407
O -2.789 5.196 4.547 -0.5632
N -4.394 5.610 2.931 0.1722
C -5.438 6.486 2.442 -0.9145
C -4.092 4.402 2.191 -0.8961
H -3.993 6.831 4.560 0.2699
H -6.378 5.930 2.406 0.3215
H -5.172 6.826 1.437 0.3226
H -5.559 7.356 3.094 0.3050
H -4.244 3.537 2.844 0.2559
H -3.043 4.428 1.880 0.2996
H -4.735 4.317 1.311 0.3358

***

no.,energy (hartree)
1,-4798.9821
2,-2326.1520
3,-4399.5532